1.
151
Properties=species:S:1:pos:R:3:mulliken_charge:R:1 method="wB97M-V/def2-TZVPD" e_lumo_ev=2.19 total_charge=-1 orbital_gap_ha=0.27626 homo_energy_ev=-5.332 de_lowest_ev=0.495
Sr 0.332 0.809 0.316 -0.195
O 3.146 2.527 3.833 -0.566
C 2.735 3.797 3.659 0.281
C 3.464 4.835 4.229 -0.832
C 3.052 6.150 4.054 -0.301
C 1.922 6.447 3.305 -0.994
C 1.202 5.400 2.736 -0.389
C 1.578 4.079 2.911 -0.222
C 0.773 2.954 2.293 1.658
O 1.510 1.850 1.988 -0.488
N -0.278 2.563 3.310 -0.231
N -0.881 1.392 3.075 0.909
C -2.012 1.156 3.617 -1.114
C -2.704 -0.122 3.389 0.467
Br -1.689 -1.490 2.552 -0.055
C -3.959 -0.431 3.730 -1.042
C -4.967 0.511 4.275 0.258
C -5.889 0.052 5.215 -0.641
C -6.866 0.891 5.727 -0.529
C -6.944 2.208 5.292 -0.403
C -6.046 2.667 4.338 -0.906
C -5.067 1.828 3.824 0.167
H 2.590 1.994 3.155 -0.239
H 4.353 4.591 4.797 0.432
H 3.633 6.950 4.498 0.364
H 1.615 7.473 3.156 0.400
H 0.323 5.608 2.133 0.434
H 0.224 3.359 1.417 -0.179
H -0.868 3.304 3.674 0.384
H -2.523 1.887 4.241 0.706
H -4.284 -1.457 3.606 0.483
H -5.829 -0.977 5.553 0.429
H -7.567 0.517 6.463 0.370
H -7.707 2.868 5.686 0.379
H -6.109 3.686 3.977 0.462
H -4.399 2.193 3.054 0.583
C 0.795 -3.198 -2.237 -2.127
N -0.120 -2.864 -3.310 0.414
C -1.326 -2.091 -3.054 -2.286
P -1.867 -1.972 -1.292 1.543
C -2.531 -3.661 -0.978 0.639
C -3.617 -4.200 -1.670 -0.613
C -4.091 -5.468 -1.376 -0.785
C -3.488 -6.221 -0.375 -0.459
C -2.413 -5.700 0.328 -0.882
C -1.944 -4.426 0.024 -0.211
C -3.447 -1.063 -1.491 0.357
C -3.922 -0.550 -2.693 -0.289
C -5.070 0.236 -2.731 -0.636
C -5.752 0.526 -1.561 -0.662
C -5.291 0.012 -0.353 -0.458
C -4.151 -0.773 -0.320 -0.824
C 0.287 -2.951 -4.650 1.218
C -0.387 -2.229 -5.646 -0.338
C -0.001 -2.316 -6.977 -0.776
C 1.055 -3.118 -7.368 -0.690
C 1.711 -3.855 -6.391 -0.695
C 1.338 -3.787 -5.062 -0.616
P 1.645 -1.738 -1.414 2.706
C 3.059 -2.550 -0.587 0.069
C 3.155 -3.907 -0.312 -0.623
C 4.291 -4.427 0.308 -0.785
C 5.336 -3.589 0.656 -0.427
C 5.228 -2.219 0.421 -0.816
C 4.095 -1.701 -0.176 -0.115
C 2.454 -1.075 -2.928 1.050
C 1.734 -0.102 -3.619 0.323
C 2.226 0.430 -4.800 -1.251
C 3.451 0.006 -5.297 -0.934
C 4.176 -0.959 -4.612 -0.982
C 3.675 -1.500 -3.434 -0.486
H 1.588 -3.831 -2.619 0.449
H 0.266 -3.785 -1.479 0.157
H -2.148 -2.516 -3.642 1.078
H -1.199 -1.047 -3.367 0.897
H -4.103 -3.611 -2.440 0.303
H -4.937 -5.866 -1.923 0.417
H -3.862 -7.211 -0.142 0.376
H -1.947 -6.274 1.118 0.449
H -1.111 -4.019 0.590 0.475
H -3.392 -0.738 -3.618 0.180
H -5.415 0.635 -3.677 0.407
H -6.629 1.160 -1.582 0.387
H -5.806 0.243 0.572 0.453
H -3.790 -1.143 0.633 0.263
H -1.208 -1.579 -5.390 0.442
H -0.542 -1.729 -7.710 0.372
H 1.362 -3.173 -8.404 0.391
H 2.532 -4.508 -6.664 0.403
H 1.866 -4.402 -4.350 0.362
H 2.344 -4.580 -0.571 0.296
H 4.351 -5.489 0.510 0.355
H 6.226 -3.991 1.123 0.320
H 6.028 -1.552 0.720 0.386
H 4.010 -0.630 -0.339 0.183
H 0.796 0.267 -3.214 -0.347
H 1.654 1.188 -5.322 0.534
H 3.845 0.431 -6.211 0.423
H 5.133 -1.296 -4.991 0.435
H 4.252 -2.259 -2.919 0.424
C 4.726 -0.404 3.365 -1.414
C 3.933 -1.703 3.395 -0.446
As 2.062 -1.415 2.911 0.695
C 1.415 -0.675 4.606 0.297
C 1.660 -1.516 5.850 -1.530
C 1.368 -3.263 3.034 -0.103
C 2.315 -4.351 3.526 -1.414
H 5.776 -0.581 3.615 0.449
H 4.344 0.343 4.061 0.333
H 4.694 0.065 2.379 0.151
H 3.992 -2.180 4.375 0.651
H 4.334 -2.413 2.667 -0.179
H 0.353 -0.484 4.457 -0.165
H 1.878 0.311 4.689 0.195
H 1.301 -2.542 5.736 0.256
H 1.142 -1.092 6.714 0.446
H 2.719 -1.569 6.110 0.306
H 1.020 -3.509 2.025 -0.246
H 0.473 -3.221 3.658 0.622
H 3.164 -4.483 2.851 0.180
H 1.801 -5.314 3.595 0.414
H 2.719 -4.125 4.514 0.294
O -1.091 0.844 -1.768 0.155
C -1.808 1.666 -1.178 0.594
N -1.957 1.726 0.180 0.806
C -2.810 2.803 0.437 -0.409
O -3.150 3.206 1.531 -0.853
C -3.263 3.411 -0.868 -0.102
C -4.137 4.441 -1.150 -0.339
C -4.358 4.736 -2.493 -0.802
C -3.715 4.019 -3.505 -0.601
C -2.834 2.985 -3.197 -0.423
C -2.637 2.710 -1.860 -0.506
H -4.627 4.994 -0.359 0.567
H -5.039 5.534 -2.762 0.388
H -3.909 4.270 -4.540 0.483
H -2.327 2.416 -3.966 0.424
Br 5.124 2.505 -0.777 -0.180
C 4.087 3.556 -1.988 0.359
C 4.804 4.421 -2.804 -0.656
C 4.140 5.258 -3.685 -0.581
C 2.752 5.244 -3.739 -0.732
C 2.052 4.387 -2.909 -0.415
C 2.701 3.518 -2.029 -0.301
C 1.808 2.602 -1.229 0.774
O 0.667 3.033 -0.913 -0.241
O 2.227 1.443 -0.969 0.488
H 5.883 4.438 -2.743 0.426
H 4.713 5.925 -4.317 0.372
H 2.220 5.904 -4.413 0.407
H 0.971 4.359 -2.909 0.445



2.
50
Properties=species:S:1:pos:R:3:mulliken_charge:R:1 method="wB97M-V/def2-TZVPD" e_lumo_ev=0.17 orbital_gap_ha=0.32920 homo_energy_ev=-8.789 de_lowest_ev=0.468
C 4.204 -2.984 0.762 -0.993
S 2.865 -1.939 0.198 0.518
O 1.632 -2.764 0.153 -0.580
C 2.768 -0.898 1.616 -0.860
H 4.029 -3.974 0.343 0.334
H 4.236 -3.081 1.846 0.291
H 5.145 -2.609 0.362 0.373
H 1.856 -0.311 1.474 0.121
H 3.579 -0.171 1.586 0.385
H 2.656 -1.445 2.550 0.389
C -0.108 -2.449 -2.629 -0.424
S 0.558 -3.402 -4.018 0.491
O -0.418 -3.332 -5.120 -0.638
C 0.397 -5.001 -3.196 -0.816
H 0.587 -2.706 -1.826 0.031
H -1.005 -3.021 -2.381 0.196
H -0.255 -1.405 -2.868 0.334
H 0.617 -4.919 -2.133 0.232
H 1.130 -5.656 -3.664 0.340
H -0.608 -5.384 -3.370 0.294
C -1.983 -4.066 0.406 -0.566
S -3.181 -3.449 1.598 0.443
O -2.362 -2.777 2.645 -0.613
C -3.889 -2.165 0.592 -0.376
H -1.227 -3.292 0.255 -0.051
H -2.419 -4.403 -0.532 0.367
H -1.486 -4.874 0.942 0.360
H -4.410 -2.615 -0.254 0.354
H -3.141 -1.436 0.297 -0.177
H -4.625 -1.653 1.212 0.357
C -0.737 8.507 1.669 -0.828
S 0.627 7.522 2.313 0.479
O 0.209 7.107 3.669 -0.629
C 0.402 6.076 1.260 -1.066
H -1.296 8.001 0.885 0.277
H -0.356 9.438 1.243 0.297
H -1.359 8.773 2.519 0.310
H 0.119 6.356 0.246 0.432
H -0.408 5.455 1.648 0.392
H 1.339 5.524 1.293 0.345
C 0.403 2.572 0.060 -0.843
S -1.288 1.943 -0.001 0.503
O -1.932 2.598 -1.151 -0.648
C -0.832 0.318 -0.566 -0.929
H 0.976 2.093 -0.729 0.378
H 0.786 2.361 1.061 0.293
H 0.374 3.648 -0.081 0.212
H -0.348 0.422 -1.541 0.301
H -1.693 -0.325 -0.728 0.337
H -0.128 -0.206 0.083 0.270



3.
6
Properties=species:S:1:pos:R:3:mulliken_charge:R:1 method="wB97M-V/def2-TZVPD" e_lumo_ev=-9.68 total_charge=+1 orbital_gap_ha=0.22685 homo_energy_ev=-15.850 de_lowest_ev=2.446
Sn 0.205 -1.412 -2.465 1.771
B -0.056 0.332 0.529 0.530
F 0.103 1.285 -0.471 -0.341
F -1.344 -0.225 0.361 -0.347
F 0.808 -0.706 0.254 -0.315
F 0.283 0.726 1.792 -0.298



4.
71
Properties=species:S:1:pos:R:3:mulliken_charge:R:1 method="wB97M-V/def2-TZVPD" e_lumo_ev=4.24 total_charge=-3 orbital_gap_ha=0.03974 homo_energy_ev=3.162 de_lowest_ev=11.163
O -0.198 -2.154 -2.695 -0.989
V -1.239 -1.782 -1.484 1.358
O -0.420 -1.291 -0.248 -0.902
C -4.416 -6.174 0.706 0.694
O -5.236 -5.523 1.377 -0.678
O -4.711 -7.306 0.484 -0.638
O -3.865 -5.641 -0.216 -0.580
C -5.560 0.354 -2.741 0.688
O -5.121 0.143 -1.613 -0.655
O -4.839 -0.021 -3.644 -0.622
O -6.729 0.227 -3.046 -0.665
C -3.857 7.594 -0.043 -1.504
C -4.284 6.426 0.829 0.549
C -3.209 5.873 1.700 -1.203
O -5.328 6.999 1.612 -0.566
H -3.254 7.180 -0.851 0.371
H -3.343 8.326 0.579 0.413
H -4.739 8.010 -0.530 0.378
H -4.798 5.734 0.162 0.323
H -2.528 6.629 2.089 0.249
H -2.616 5.106 1.201 0.351
H -3.758 5.387 2.507 0.340
H -5.236 7.953 1.669 0.297
C -6.470 -2.280 7.130 -1.325
C -5.933 -0.874 6.732 0.405
C -4.442 -0.939 6.246 -1.198
O -6.615 -0.292 5.704 -0.512
H -5.753 -2.704 7.833 0.330
H -6.611 -2.972 6.300 0.353
H -7.432 -2.247 7.641 0.317
H -6.118 -0.292 7.635 0.287
H -4.390 -1.401 5.260 0.364
H -3.766 -1.551 6.841 0.348
H -4.105 0.088 6.100 0.276
H -6.753 0.574 6.094 0.353
C -0.095 2.686 -7.392 -1.489
C -0.420 3.925 -6.556 0.521
C 0.256 3.820 -5.171 -1.219
O 0.231 4.931 -7.258 -0.575
H -0.520 2.722 -8.395 0.375
H -0.520 1.783 -6.954 0.390
H 0.976 2.517 -7.498 0.394
H -1.489 4.109 -6.447 0.288
H 1.321 3.592 -5.218 0.250
H -0.358 3.140 -4.580 0.397
H 0.254 4.780 -4.655 0.333
H 0.859 4.532 -7.865 0.331
C 6.291 -2.885 -3.545 -1.128
C 7.314 -1.917 -4.161 0.479
C 7.936 -1.050 -3.119 -1.327
O 8.244 -2.608 -5.036 -0.544
H 5.777 -2.368 -2.735 0.356
H 6.814 -3.705 -3.054 0.299
H 5.487 -3.133 -4.238 0.301
H 6.876 -1.093 -4.723 0.220
H 7.105 -0.595 -2.580 0.362
H 8.588 -0.306 -3.575 0.334
H 8.533 -1.636 -2.420 0.336
H 8.901 -3.120 -4.560 0.309
C 6.582 -5.486 3.304 -1.375
C 5.795 -4.186 3.492 0.498
C 4.499 -4.409 4.240 -1.213
O 6.607 -3.248 4.268 -0.552
H 7.431 -5.420 2.624 0.448
H 5.940 -6.051 2.629 0.352
H 6.797 -6.044 4.215 0.344
H 5.648 -3.681 2.538 0.207
H 3.926 -3.494 4.094 0.317
H 4.618 -4.539 5.316 0.323
H 3.983 -5.210 3.711 0.348
H 7.485 -3.512 3.984 0.299